Here is C10H12CrF6N6O6S2 as an isolated structure from the OMol25 dataset. Energies are from ωB97M-V/def2-TZVPD.

XYZ file:
```
43
Properties=species:S:1:pos:R:3:forces:R:3
Cr -0.85894 -0.28065 -0.26856 0.21 -0.26 -0.65
N 2.17887 -2.05597 -0.10324 0.08 0.06 -0.10
N 2.50244 -1.63866 1.19396 0.40 -0.05 -0.17
C 1.55796 -1.14170 1.99663 -0.17 0.36 0.02
N 1.95361 -0.52461 3.10944 -0.21 -0.04 0.01
N 0.29474 -1.27226 1.54652 -0.14 0.10 0.28
N -0.71333 -0.76394 2.27784 -0.20 0.07 0.00
O -1.72465 -0.52396 1.56234 -0.15 -0.09 0.62
O -0.70337 -0.55657 3.47091 0.15 -0.14 -0.19
H 2.60223 -2.96057 -0.27230 -0.06 0.07 0.02
H 2.53017 -1.36983 -0.77082 -0.02 -0.12 0.10
H 3.44855 -1.31117 1.36427 -0.12 -0.02 0.01
H 2.89369 -0.16186 3.15412 0.02 -0.02 -0.05
H 1.25044 -0.14322 3.72557 0.06 -0.08 -0.08
F -0.02533 3.31253 -1.87387 -0.12 -0.04 -0.02
C 1.18119 3.16867 -1.35094 0.22 -0.01 0.08
F 1.34115 4.03511 -0.36817 -0.05 0.03 -0.02
F 2.09869 3.37007 -2.28507 0.00 0.01 -0.07
S 1.34686 1.43145 -0.68703 -0.39 -0.18 0.29
O 0.78236 1.47113 0.65491 0.11 0.08 -0.44
O 0.55077 0.60530 -1.60628 0.36 0.21 0.22
N 2.82489 0.97921 -0.77313 0.18 0.10 -0.04
S 3.96545 1.58299 0.18073 -0.32 0.09 0.21
O 4.21107 0.71286 1.30514 0.08 0.01 -0.11
O 3.84435 2.98949 0.40992 0.08 -0.23 -0.07
C 5.39731 1.32888 -0.94397 0.23 0.09 -0.03
F 5.53190 0.04226 -1.25223 -0.05 -0.12 0.03
F 6.49137 1.73653 -0.30558 -0.05 -0.01 -0.03
F 5.25397 2.02658 -2.06031 -0.06 0.04 0.03
C -2.23888 -0.75630 -1.74585 -0.31 0.12 0.17
C -3.60084 -0.91105 -1.15796 0.22 0.02 0.01
C -4.33079 0.20526 -0.74013 -0.06 0.08 -0.01
C -5.56139 0.07644 -0.11633 0.02 -0.03 0.00
C -6.10001 -1.18187 0.12033 0.04 0.00 -0.05
C -5.39083 -2.30230 -0.28936 0.01 0.01 -0.01
C -4.16278 -2.16641 -0.92083 0.00 -0.06 0.04
H -1.92464 -1.66214 -2.27134 0.05 -0.01 0.00
H -2.20348 0.08038 -2.45078 -0.01 -0.01 -0.03
H -3.91952 1.19550 -0.90907 0.00 0.01 -0.01
H -6.10024 0.96333 0.19236 -0.01 0.01 0.01
H -7.05759 -1.28606 0.61183 -0.02 0.00 0.01
H -5.79674 -3.29152 -0.11864 -0.01 -0.01 0.00
H -3.62067 -3.05133 -1.23499 0.00 -0.02 -0.01
```
Positions in Å, forces in eV/Å.

Results
Spin multiplicity: 5
ΔE to the lowest compared entry with this formula, charge and spin: 19.36 kJ/mol
E: -3608.156801 a.u.
Gap between HOMO and LUMO (spin up / spin down): 6.7 / 6.7 eV